[1]
Below is a single C7H13N molecule, with properties calculated with the ωB97M-V functional and the def2-TZVPD basis.

**Calculated total energy**: -8957.974 eV
**Relative energy (zero: lowest compared OMol25 entry of this formula, charge and spin)**: 45.2 kcal per mole
**Net charge**: 0
**Highest occupied orbital energy**: -8.19 eV
**HOMO-LUMO gap**: 0.3342 hartree

Last column: natural (NBO) charge in e.
Element x y z (Å)
1 C 0.0240 1.9293 1.4258  -0.424
2 C -0.0390 0.5755 1.3767  -0.143
3 C 0.3913 -0.2204 0.2222  -0.104
4 C 1.5147 0.3819 -0.6183  -0.616
5 C 0.7732 -1.6308 0.6720  -0.620
6 C -0.9814 -0.2214 -0.8428  0.226
7 C -1.6894 0.8762 -0.8930  -0.563
8 N -1.0769 -1.3756 -1.5879  -0.833
9 H 0.8493 2.4509 0.9747  0.196
10 H -0.3370 2.4443 2.3024  0.202
11 H -0.8096 0.0999 1.9735  0.199
12 H 1.2627 1.3769 -0.9744  0.221
13 H 2.4338 0.4439 -0.0347  0.206
14 H 1.6739 -0.2298 -1.5059  0.219
15 H 1.0836 -2.2444 -0.1742  0.208
16 H -0.0532 -2.1182 1.1896  0.210
17 H 1.6136 -1.5745 1.3650  0.223
18 H -1.3655 1.6837 -0.1179  0.232
19 H -2.5370 1.0557 -1.5316  0.204
20 H -0.7816 -2.2270 -1.1339  0.380
21 H -1.9495 -1.4762 -2.0873  0.379


[2]
Below is 2 unconnected molecules or ions with the total composition C7H13N, with properties calculated with the ωB97M-V functional and the def2-TZVPD basis.

**Calculated total energy**: -8955.749 eV
**Relative energy (zero: lowest compared OMol25 entry of this formula, charge and spin)**: 96.5 kcal per mole
**Net charge**: 0
**Highest occupied orbital energy**: -8.03 eV
**HOMO-LUMO gap**: 0.3280 hartree

Last column: natural (NBO) charge in e.
Element x y z (Å)
1 C -2.0604 -1.4645 -1.2973  -0.404
2 C -0.9646 -0.9846 -0.7350  -0.171
3 C -0.7971 0.2882 -0.0138  -0.064
4 C -1.2887 0.2257 1.4301  -0.610
5 N -1.2268 1.4461 -0.7257  -0.873
6 H -2.0599 -2.4074 -1.8248  0.200
7 H -3.0048 -0.9385 -1.2602  0.185
8 H 0.0234 -1.5146 -0.8383  0.215
9 H 0.4789 0.2908 0.0815  0.186
10 H -1.0277 1.1365 1.9711  0.198
11 H -2.3734 0.1071 1.4529  0.205
12 H -0.8326 -0.6178 1.9439  0.212
13 H -1.8972 1.3002 -1.4675  0.388
14 H -1.1335 2.3124 -0.2106  0.378
15 C 2.0974 -1.3014 -0.5828  -0.270
16 C 2.0850 -0.2151 -0.0057  -0.051
17 C 2.7638 0.9249 0.6286  -0.669
18 H 2.4129 -2.2552 -0.9268  0.243
19 H 3.8418 0.7669 0.6639  0.237
20 H 2.5623 1.8388 0.0665  0.235
21 H 2.4012 1.0615 1.6502  0.230


[3]
Below is a gas-phase ion, C7H13N (charge +1), with properties calculated with the ωB97M-V functional and the def2-TZVPD basis.

**Calculated total energy**: -8950.325 eV
**Relative energy (zero: lowest compared OMol25 entry of this formula, charge and spin)**: 31.3 kcal per mole
**Net charge**: +1
**⟨S²⟩**: 0.7760
**2S+1**: 2
**Highest occupied orbital energy (spin up / spin down)**: -12.73 / -12.68 eV
**HOMO-LUMO gap (spin up / spin down)**: 0.2985 / 0.1913 hartree

Last column: Löwdin spin population.
Element x y z (Å)
1 C 1.7355 1.8274 0.9799  0.025
2 C 0.8182 0.8577 1.7683  0.038
3 C 0.4396 -0.2131 0.8078  0.275
4 C -0.3453 -0.0078 -0.3000  0.127
5 C -0.8163 -1.0529 -1.1288  0.123
6 C -2.1053 -1.1468 -1.6006  0.276
7 C -2.5974 -2.3551 -2.2789  0.050
8 N 2.7743 2.3745 1.8451  0.019
9 H 1.1702 2.6716 0.5965  0.001
10 H 2.2198 1.2568 0.1736  0.005
11 H 1.3599 0.4111 2.6013  -0.001
12 H -0.0676 1.3399 2.1837  0.011
13 H 0.7216 -1.2250 1.0832  0.008
14 H -0.7677 0.9659 -0.5389  0.001
15 H -0.2232 -1.9335 -1.1139  0.001
16 H -2.8191 -0.3669 -1.3568  0.009
17 H -2.8871 -2.9867 -1.4471  0.021
18 H -1.9041 -2.7437 -3.0190  0.005
19 H -3.4760 -2.1154 -2.8824  0.004
20 H 3.2744 1.6669 2.3740  0.001
21 H 3.4958 2.7751 1.2531  0.001


[4]
Below is a gas-phase ion, C7H13N2 (charge +1), with properties calculated with the ωB97M-V functional and the def2-TZVPD basis.

**Calculated total energy**: -10439.089 eV
**Relative energy (zero: lowest compared OMol25 entry of this formula, charge and spin)**: 117.8 kcal per mole
**Net charge**: +1
**Highest occupied orbital energy**: -15.13 eV
**HOMO-LUMO gap**: 0.3328 hartree

Last column: natural (NBO) charge in e.
Element x y z (Å)
1 C 1.8940 -1.8261 -0.4843  -0.630
2 C 0.7098 -1.0072 -1.1060  -0.430
3 C 0.3381 0.1401 -0.1883  0.141
4 C -0.1004 -0.3889 1.1847  -0.615
5 C -1.0974 0.8365 -0.7305  -0.346
6 C -1.4724 2.1115 0.0638  -0.466
7 C -0.3178 2.7899 0.8988  0.134
8 N 0.7211 2.1538 0.6595  -0.021
9 N 1.0444 1.3737 -0.2210  0.073
10 H 2.9650 -1.3726 -0.6610  0.231
11 H 2.0528 -2.6993 -1.0869  0.243
12 H 1.7940 -2.0370 0.6060  0.221
13 H 0.9965 -0.6446 -2.1160  0.241
14 H -0.1629 -1.6479 -1.1083  0.230
15 H -0.7550 0.2886 1.5915  0.203
16 H 0.7782 -0.4280 1.8269  0.243
17 H -0.6119 -1.2370 0.9875  0.235
18 H -1.8493 0.0759 -0.5324  0.266
19 H -0.8431 0.9786 -1.7927  0.249
20 H -2.2938 2.0745 0.6418  0.256
21 H -1.5060 2.8687 -0.7501  0.272
22 H -0.3882 3.4718 1.7546  0.270


[5]
Below is 2 unconnected molecules or ions with the total composition C7H13N2, with properties calculated with the ωB97M-V functional and the def2-TZVPD basis.

**Calculated total energy**: -10439.664 eV
**Relative energy (zero: lowest compared OMol25 entry of this formula, charge and spin)**: 104.5 kcal per mole
**Net charge**: +1
**Highest occupied orbital energy**: -13.71 eV
**HOMO-LUMO gap**: 0.3612 hartree

Last column: natural (NBO) charge in e.
Element x y z (Å)
1 C -0.6005 -0.0111 0.1650  0.447
2 C 2.1051 -0.7868 -0.9433  -0.466
3 C 2.2291 -1.1005 0.5154  -0.478
4 C -2.7291 -0.7320 0.3901  -0.232
5 C -2.6944 0.4599 -0.5914  -0.238
6 C 1.7303 0.1614 0.1302  0.337
7 C 2.0057 1.5771 0.2731  -0.691
8 N -1.2961 -0.9258 0.7736  -0.589
9 N -1.2603 0.6814 -0.6886  -0.573
10 H 2.9289 -0.5762 -1.5173  0.245
11 H 1.2320 -1.1762 -1.3640  0.242
12 H 1.4497 -1.7066 0.9533  0.243
13 H 3.1534 -1.1537 1.0046  0.257
14 H -3.2968 -0.4974 1.1938  0.218
15 H -3.0571 -1.6957 0.0141  0.224
16 H -3.1702 0.1921 -1.4937  0.228
17 H -2.9333 1.4588 -0.2960  0.220
18 H 1.4228 2.0250 -0.4867  0.225
19 H 2.9997 1.8942 0.1668  0.272
20 H 1.7125 1.9060 1.3249  0.243
21 H -1.0201 -1.5623 1.5230  0.442
22 H -0.9112 1.5684 -1.0470  0.427


[6]
Below is 2 unconnected molecules or ions with the total composition C7H13N2O, with properties calculated with the ωB97M-V functional and the def2-TZVPD basis.

**Calculated total energy**: -12483.612 eV
**Relative energy (zero: lowest compared OMol25 entry of this formula, charge and spin)**: 48.4 kcal per mole
**Net charge**: +1
**⟨S²⟩**: 2.0094
**2S+1**: 3
**Highest occupied orbital energy (spin up / spin down)**: -10.57 / -13.82 eV
**HOMO-LUMO gap (spin up / spin down)**: 0.2634 / 0.2413 hartree

Last column: Löwdin spin population.
Element x y z (Å)
1 C -0.3484 0.4757 0.0599  0.612
2 C -2.5148 0.8416 -0.5855  0.030
3 C 2.4193 0.1155 0.8448  0.714
4 C -2.4736 -0.5188 0.1968  0.027
5 C 3.4298 0.4867 -0.1032  0.100
6 C -3.2185 -0.6742 1.4747  0.004
7 C 4.8939 0.7217 0.1748  0.012
8 N -1.0145 -0.6035 0.3383  0.059
9 N -1.1429 1.3495 -0.5337  0.070
10 O 2.8556 -0.8243 0.1778  0.261
11 H -2.7645 0.7510 -1.7071  0.001
12 H -3.2087 1.5284 -0.0624  0.002
13 H 1.3172 0.4917 1.1161  0.085
14 H -2.7360 -1.3723 -0.4951  0.001
15 H 3.0127 0.9895 -0.9697  0.004
16 H -3.4318 0.2919 1.9047  0.000
17 H -2.7134 -1.2834 2.2721  0.001
18 H -4.2190 -1.0805 1.2731  0.002
19 H 5.1707 0.2944 1.2635  0.003
20 H 5.1415 1.8041 0.1502  0.001
21 H 5.5747 0.2699 -0.6084  0.002
22 H -0.7073 -1.2924 0.8968  0.004
23 H -0.8660 2.2178 -0.8516  0.005


[7]
Below is a gas-phase ion, C7H13N2O2 (charge +1), with properties calculated with the ωB97M-V functional and the def2-TZVPD basis.

**Calculated total energy**: -14538.591 eV
**Relative energy (zero: lowest compared OMol25 entry of this formula, charge and spin)**: 0.0 kcal per mole
**Net charge**: +1
**Highest occupied orbital energy**: -13.11 eV
**HOMO-LUMO gap**: 0.3338 hartree

Last column: natural (NBO) charge in e.
Element x y z (Å)
1 C -1.1528 -1.5030 1.8638  -0.398
2 C -0.6923 -1.1158 0.6916  0.301
3 O -0.0392 0.1659 0.5534  -0.515
4 C -0.6453 1.2298 0.9742  0.921
5 O -1.7027 1.4008 1.4793  -0.517
6 N 0.1747 2.4428 0.7439  -0.585
7 C 1.3824 2.5475 0.2521  0.412
8 N 2.0337 3.6647 0.0980  -0.690
9 C -0.6733 -1.8956 -0.5922  -0.283
10 C -1.0637 -1.0159 -1.7822  -0.604
11 C 0.7086 -2.5259 -0.7918  -0.594
12 H -1.6079 -2.4695 1.9694  0.237
13 H -1.1004 -0.8882 2.7448  0.224
14 H -0.3375 3.2756 1.0401  0.440
15 H 1.8679 1.6167 -0.0397  0.249
16 H 2.9644 3.6704 -0.2979  0.446
17 H 1.6373 4.5618 0.3593  0.430
18 H -1.4100 -2.6971 -0.4905  0.236
19 H -1.9972 -0.4926 -1.5828  0.218
20 H -1.2041 -1.6348 -2.6639  0.233
21 H -0.2870 -0.2848 -2.0005  0.195
22 H 0.7241 -3.0955 -1.7168  0.226
23 H 0.9393 -3.1973 0.0328  0.223
24 H 1.4809 -1.7599 -0.8442  0.196


[8]
Below is a single C7H13N2O3P molecule, with properties calculated with the ωB97M-V functional and the def2-TZVPD basis.

**Calculated total energy**: -25880.160 eV
**Relative energy (zero: lowest compared OMol25 entry of this formula, charge and spin)**: 56.5 kcal per mole
**Net charge**: 0
**Highest occupied orbital energy**: -9.01 eV
**HOMO-LUMO gap**: 0.3555 hartree

Last column: natural (NBO) charge in e.
Element x y z (Å)
1 C 2.6107 -1.6321 0.6940  -0.720
2 C 2.0730 -0.2328 0.9065  0.720
3 O 2.2037 0.3662 1.9419  -0.547
4 N 1.3754 0.3131 -0.2483  -0.804
5 C 2.4195 0.8763 -1.1757  -0.428
6 P 0.4045 1.6416 0.3794  1.291
7 C -1.0385 0.7612 1.0923  -0.788
8 C -1.5878 -0.4476 0.3031  -0.434
9 C -3.1121 -0.4824 0.4275  -0.047
10 O -3.5993 -1.6875 -0.1311  -0.723
11 O -0.2092 2.4152 -1.0472  -0.725
12 C -0.5243 1.6277 -2.0439  0.534
13 N -0.6520 0.8526 -2.8901  -0.425
14 H 2.8743 -2.0780 1.6466  0.242
15 H 3.4520 -1.6057 0.0012  0.239
16 H 1.8214 -2.2024 0.2009  0.244
17 H 2.4505 1.9669 -1.1432  0.208
18 H 2.1550 0.5680 -2.1869  0.226
19 H 3.3908 0.4517 -0.9345  0.206
20 H -1.8163 1.5125 1.2492  0.245
21 H -0.7173 0.4231 2.0802  0.257
22 H -1.3571 -0.4208 -0.7618  0.231
23 H -1.2255 -1.3978 0.6971  0.214
24 H -3.5543 0.3878 -0.0693  0.160
25 H -3.3566 -0.4245 1.4981  0.150
26 H -4.4804 -1.5524 -0.4860  0.474


[9]
Below is a gas-phase ion, C7H13N2OS (charge +1), with properties calculated with the ωB97M-V functional and the def2-TZVPD basis.

**Calculated total energy**: -23324.972 eV
**Relative energy (zero: lowest compared OMol25 entry of this formula, charge and spin)**: 33.7 kcal per mole
**Net charge**: +1
**Highest occupied orbital energy**: -12.54 eV
**HOMO-LUMO gap**: 0.3062 hartree

Last column: natural (NBO) charge in e.
Element x y z (Å)
1 C -2.7725 -1.0762 0.7847  -0.610
2 C -2.6665 -0.1445 -0.4124  -0.435
3 C -1.1434 0.0132 -0.5169  -0.082
4 C -0.5422 1.2285 -0.5466  -0.269
5 C 0.9246 1.5051 -0.9375  -0.575
6 C 1.8350 0.4370 -0.6410  0.474
7 N 3.0085 0.3684 -1.1272  -0.612
8 C 1.2899 -0.5618 0.4453  0.279
9 N 0.9942 0.0167 1.6707  -0.863
10 O 2.3733 -1.4988 0.5666  -0.708
11 S -0.0946 -1.4369 -0.4731  0.265
12 H -2.4795 -0.5845 1.6416  0.203
13 H -2.1893 -1.9450 0.7523  0.214
14 H -3.7689 -1.5248 1.0048  0.233
15 H -3.0822 0.7927 -0.2422  0.229
16 H -3.0928 -0.5613 -1.3221  0.235
17 H -1.0858 2.1026 -0.7098  0.230
18 H 0.8213 1.7155 -2.0250  0.288
19 H 1.2661 2.5198 -0.5879  0.301
20 H 3.3460 1.0678 -1.7967  0.428
21 H 3.6728 -0.3299 -0.9137  0.448
22 H 1.1256 -0.6825 2.4132  0.406
23 H 0.1638 0.6746 1.7066  0.430
24 H 2.0965 -2.0959 1.2662  0.491


[10]
Below is a molecular structure, C7H13N3, with properties calculated with the ωB97M-V functional and the def2-TZVPD basis.

**Calculated total energy**: -11927.270 eV
**Relative energy (zero: lowest compared OMol25 entry of this formula, charge and spin)**: 292.0 kcal per mole
**Net charge**: 0
**Highest occupied orbital energy**: -7.98 eV
**HOMO-LUMO gap**: 0.2964 hartree

Last column: natural (NBO) charge in e.
Element x y z (Å)
1 C 3.2994 -0.5668 0.5776  -0.623
2 C 2.2497 -0.5954 -0.5757  -0.485
3 C 0.7865 -0.3097 -0.1316  0.152
4 C -2.5845 -1.4724 0.0117  -0.427
5 C -1.2483 0.4501 -0.1684  0.295
6 C 0.1211 0.7859 -0.0766  -0.192
7 C 0.7518 2.1189 -0.1300  -0.693
8 H 2.3396 -0.6132 1.6479  0.215
9 H 4.2499 -1.7320 0.4920  0.237
10 H 3.9004 0.6773 0.7502  0.225
11 H 2.6180 0.0904 -1.5112  0.217
12 H 2.3949 -1.6106 -0.9334  0.241
13 H -3.3280 -0.5110 0.5595  0.222
14 H -3.0382 -1.9463 -1.1216  0.247
15 H -2.1482 -2.3225 0.8833  0.249
16 H -2.5846 0.6937 1.2420  0.329
17 H -1.4870 2.4851 0.5616  0.375
18 H 1.4123 2.3534 -1.0227  0.234
19 H 1.3454 1.8320 0.8634  0.234
20 H 0.4648 3.2199 -0.0420  0.251
21 N -0.0719 -1.2621 0.0043  -0.316
22 N -1.3754 -0.8153 -0.0238  -0.235
23 N -2.3232 1.3517 0.1038  -0.752


[11]
Below is 2 unconnected molecules or ions with the total composition C7H13N3O, with properties calculated with the ωB97M-V functional and the def2-TZVPD basis.

**Calculated total energy**: -13987.080 eV
**Relative energy (zero: lowest compared OMol25 entry of this formula, charge and spin)**: 29.6 kcal per mole
**Net charge**: 0
**Highest occupied orbital energy**: -8.33 eV
**HOMO-LUMO gap**: 0.3306 hartree

Last column: natural (NBO) charge in e.
Element x y z (Å)
1 C 1.9668 -2.2775 -1.3932  -0.632
2 C 2.0456 -0.7946 -1.1724  0.094
3 C 2.4116 -0.1856 0.0323  -0.105
4 N 2.5433 1.1391 -0.2272  -0.530
5 C 2.3739 1.3293 -1.6032  0.147
6 N 2.1105 0.1723 -2.1372  -0.461
7 H 2.3386 -2.7955 -0.5383  0.218
8 H 2.4697 -2.5931 -2.2874  0.226
9 H 0.8651 -2.4193 -1.5432  0.218
10 H 2.6274 -0.6201 0.9919  0.213
11 H 2.6618 1.7532 0.5603  0.413
12 H 2.3093 2.3289 -2.0183  0.199
13 C -2.7259 -1.0798 0.2306  -0.605
14 C -2.4871 0.4760 0.3278  -0.521
15 C -1.7962 0.8715 1.5803  0.660
16 N -1.6108 2.1758 1.9786  -0.836
17 O -1.4154 0.0146 2.3615  -0.615
18 H -3.3142 -1.1761 1.1354  0.217
19 H -1.7909 -1.6231 0.4271  0.216
20 H -3.0211 -1.5217 -0.6961  0.218
21 H -2.0978 0.8742 -0.6234  0.232
22 H -3.6048 0.7054 0.2786  0.234
23 H -0.9445 2.1940 2.7371  0.400
24 H -1.9151 3.0522 1.5983  0.399


[12]
Below is 2 unconnected molecules or ions with the total composition C7H13N3O, with properties calculated with the ωB97M-V functional and the def2-TZVPD basis.

**Calculated total energy**: -13979.746 eV
**Relative energy (zero: lowest compared OMol25 entry of this formula, charge and spin)**: 9.2 kcal per mole
**Net charge**: +1
**⟨S²⟩**: 0.7606
**2S+1**: 2
**Highest occupied orbital energy (spin up / spin down)**: -13.10 / -13.09 eV
**HOMO-LUMO gap (spin up / spin down)**: 0.3400 / 0.1902 hartree

Last column: Löwdin spin population.
Element x y z (Å)
1 C -1.2876 1.3309 1.9469  0.050
2 C -2.1268 -0.8046 -0.7222  0.197
3 C -1.5469 0.6767 0.6803  0.263
4 C -1.3415 1.2407 -0.6460  0.357
5 N -2.0845 -0.5885 0.5690  -0.014
6 N -1.7237 0.2328 -1.4733  0.081
7 H -2.5366 -1.7438 -1.0730  0.006
8 H -1.7305 0.2702 -2.4874  -0.001
9 H -0.9099 2.1153 -1.0941  0.011
10 H -0.7930 0.6176 2.6082  0.010
11 H -2.2540 1.6692 2.3688  0.024
12 H -0.6865 2.2415 1.8780  0.001
13 C 2.5907 -0.6485 -0.7837  0.000
14 C 1.6337 -0.7002 -1.9935  0.001
15 C 1.9208 -0.1839 0.4948  0.002
16 O 2.2023 0.8200 1.1066  -0.001
17 N 1.0517 -1.1053 1.0786  0.010
18 H 2.9678 -1.6661 -0.6327  0.000
19 H 3.3714 0.0745 -1.0172  0.000
20 H 1.6132 0.1828 -2.6217  0.000
21 H 0.6468 -0.9498 -1.5997  0.001
22 H 0.6050 -0.8156 1.9265  0.000
23 H 0.5819 -1.8665 0.6083  0.000
24 H 1.9571 -1.5260 -2.6313  0.000